1.
ORCA calculation (ωB97M-V/def2-TZVPD) on a structure of composition C13H25N2O2S2SiTl.

Net charge = +2
HOMO energy (alpha / beta) = -14.42 / -14.42 eV
LUMO (alpha / beta) = -10.3 / -10.3 eV
Gap between HOMO and LUMO (alpha / beta) = 4.111 / 4.112 eV
Calculated total energy = -2028.09930 a.u.
Energy above the lowest of the compared OMol25 structures with the same formula, charge and spin = 17.0 kcal per mole

Last column: natural (NBO) charge in e.
Element x y z (Å)
Tl 1.031 2.248 0.837  0.888
C -3.825 -0.908 -2.403  -1.112
Si -2.344 -1.684 -3.224  1.604
C -2.713 -2.129 -4.987  -1.138
C -1.585 -3.107 -2.298  -1.113
C -0.987 -0.287 -3.343  -0.126
C -0.503 0.131 -4.582  -0.272
C 0.431 1.136 -4.667  0.016
C 0.936 1.749 -3.463  0.088
N 0.541 1.400 -2.288  -0.383
C -0.412 0.402 -2.182  -0.110
S -0.899 -0.021 -0.671  0.460
H -4.682 -1.578 -2.510  0.275
H -4.089 0.042 -2.873  0.256
H -3.675 -0.740 -1.335  0.244
H -3.477 -2.910 -4.995  0.279
H -1.837 -2.530 -5.503  0.254
H -3.107 -1.281 -5.552  0.254
H -2.232 -3.981 -2.411  0.275
H -1.483 -2.910 -1.230  0.248
H -0.604 -3.371 -2.699  0.256
H -0.873 -0.332 -5.488  0.267
H 0.791 1.471 -5.633  0.263
H 1.685 2.532 -3.509  0.239
C 4.101 -1.456 2.529  -0.416
N 4.209 -0.220 3.302  -0.377
C 5.279 -0.036 4.292  -0.418
C 3.317 0.731 3.110  0.546
O 2.378 0.656 2.294  -0.771
H 4.862 -2.154 2.862  0.226
H 4.238 -1.255 1.467  0.214
H 3.118 -1.902 2.666  0.218
H 5.908 -0.920 4.302  0.231
H 4.870 0.104 5.291  0.220
H 5.898 0.824 4.042  0.220
H 3.455 1.615 3.745  0.142
C -2.890 1.959 2.946  -0.820
S -1.636 3.075 3.565  1.293
C -0.904 1.949 4.747  -0.820
O -0.618 3.219 2.448  -1.073
H -3.575 1.708 3.754  0.258
H -2.398 1.065 2.558  0.219
H -3.429 2.479 2.156  0.252
H -1.667 1.618 5.452  0.255
H -0.124 2.491 5.279  0.256
H -0.479 1.107 4.199  0.233

2.
ORCA calculation (ωB97M-V/def2-TZVPD) on a structure of composition C9H10AlBF4N5O2S at a distorted geometry.

Net charge = +1
HOMO energy = -13.18 eV
LUMO = -3.9 eV
Gap between HOMO and LUMO = 9.277 eV
Calculated total energy = -1838.34770 a.u.
Energy above the lowest of the compared OMol25 structures with the same formula, charge and spin = 0.0 kcal per mole

Last column: natural (NBO) charge in e.
Element x y z (Å)
Al 0.206 -1.121 -0.959  1.940
O 3.708 -0.224 0.395  -0.532
C 2.581 -0.591 0.181  0.740
O 1.992 -0.707 -0.989  -0.874
C 1.617 -0.873 1.297  0.124
C 1.999 -0.769 2.628  -0.187
C 1.030 -0.964 3.598  -0.104
C -0.275 -1.255 3.231  -0.227
C -0.589 -1.314 1.892  0.085
N 0.347 -1.147 0.942  -0.648
H 3.024 -0.541 2.886  0.273
H 1.244 -0.876 4.669  0.249
H -1.078 -1.399 3.936  0.252
H -1.586 -1.553 1.533  0.233
C -0.435 4.324 -1.408  -0.680
C -1.368 3.190 -1.429  0.370
N -2.651 3.213 -1.484  -0.216
N -3.050 1.912 -1.492  -0.345
C -2.040 1.061 -1.437  0.253
S -2.119 -0.630 -1.463  -0.137
N -0.951 1.856 -1.417  -0.236
N 0.298 1.236 -1.335  -0.642
H -0.927 5.228 -1.822  0.285
H 0.494 4.089 -1.916  0.242
H -0.157 4.541 -0.353  0.256
H -4.064 1.789 -1.527  0.458
H 0.844 1.690 -0.608  0.413
H 0.797 1.342 -2.218  0.420
F -0.007 -2.575 -1.776  -0.751
B 0.270 -4.711 -0.912  1.470
F 0.562 -4.101 0.231  -0.517
F 1.235 -5.043 -1.712  -0.481
F -0.951 -5.076 -1.165  -0.486

3.
ORCA calculation (ωB97M-V/def2-TZVPD) on a cluster of 2 separate species, C4H13N2O2 in total at a distorted geometry.

Net charge = +1
HOMO energy = -13.69 eV
LUMO = -3.2 eV
Gap between HOMO and LUMO = 10.531 eV
Calculated total energy = -419.95165 a.u.
Energy above the lowest of the compared OMol25 structures with the same formula, charge and spin = 46.3 kcal per mole

Last column: natural (NBO) charge in e.
Element x y z (Å)
O -1.484 -2.453 -1.085  -0.481
C -1.969 -1.663 -0.320  0.409
C -1.355 -0.296 -0.037  -0.169
C -0.218 -0.094 -1.065  -0.432
C 1.109 -0.711 -0.703  -0.211
N 1.835 0.128 0.332  -0.700
N -0.822 -0.224 1.327  -0.875
H -2.909 -1.943 0.189  0.144
H -2.086 0.482 -0.259  0.229
H -0.015 0.956 -1.204  0.195
H -0.491 -0.397 -2.061  0.271
H 1.797 -0.747 -1.538  0.233
H 1.062 -1.699 -0.266  0.229
H 1.253 0.027 1.154  0.459
H 1.911 1.131 0.087  0.465
H 2.752 -0.258 0.461  0.429
H -0.938 -1.120 1.789  0.387
H -1.304 0.458 1.889  0.395
H 0.137 2.287 0.051  0.473
H 0.787 3.373 0.993  0.507
O 0.945 2.764 0.265  -0.959

4.
ORCA calculation (ωB97M-V/def2-TZVPD) on a structure of composition C10H5BrCrNO5 at a distorted geometry.

Net charge = +1
HOMO energy (alpha / beta) = -9.78 / -13.11 eV
LUMO (alpha / beta) = -3.9 / -8.0 eV
Gap between HOMO and LUMO (alpha / beta) = 5.853 / 5.158 eV
Multiplicity = 5
Calculated total energy = -4433.07829 a.u.
Energy above the lowest of the compared OMol25 structures with the same formula, charge and spin = 0.0 kcal per mole

Last column: natural (NBO) charge in e.
Element x y z (Å)
O 0.117 0.029 -6.428  -0.476
C 0.035 0.030 -5.277  0.482
Cr -0.731 0.008 -1.103  -0.346
O 1.906 0.008 -2.695  -0.383
C 0.988 0.026 -1.986  0.660
C -2.495 -0.032 -0.355  0.679
O -3.585 -0.032 0.044  -0.399
C -0.726 -1.910 -1.105  0.662
O -0.856 -3.065 -1.204  -0.397
C -0.834 1.925 -1.127  0.661
O -0.921 3.075 -1.308  -0.391
H -1.523 -0.015 -2.385  -0.039
Br 0.075 -2.425 4.117  0.330
C 0.453 -0.969 2.943  0.049
C 1.321 0.069 3.294  -0.388
C 1.576 1.098 2.379  -0.153
C 0.946 1.037 1.120  0.078
N 0.119 0.032 0.797  -0.650
C -0.156 -0.960 1.680  0.079
H 1.782 0.046 4.290  0.255
H 2.242 1.958 2.583  0.259
H 1.107 1.806 0.363  0.208
H -0.838 -1.740 1.364  0.220

5.
ORCA calculation (ωB97M-V/def2-TZVPD) on a cluster of 2 separate species, C2H3NO in total at a distorted geometry.

Net charge = 0
HOMO energy = -10.42 eV
LUMO = 0.5 eV
Structure (SMILES) = C#N.C=O
Gap between HOMO and LUMO = 10.909 eV
Calculated total energy = -207.92505 a.u.
Energy above the lowest of the compared OMol25 structures with the same formula, charge and spin = 45.6 kcal per mole

Last column: natural (NBO) charge in e.
Element x y z (Å)
C 2.784 0.186 -0.514  0.091
N 3.222 0.299 0.542  -0.294
H 2.454 -0.092 -1.397  0.202
C -2.126 -0.007 0.401  0.267
O -0.929 -0.216 0.281  -0.491
H -2.638 -0.406 1.215  0.118
H -2.766 0.235 -0.528  0.106

6.
ORCA calculation (ωB97M-V/def2-TZVPD) on an isolated molecule of C2H6BrOP at a distorted geometry.

Net charge = 0
HOMO energy = -8.62 eV
LUMO = 0.3 eV
Structure (SMILES) = CP(C)(=O)Br
Gap between HOMO and LUMO = 8.947 eV
Calculated total energy = -3070.29464 a.u.
Energy above the lowest of the compared OMol25 structures with the same formula, charge and spin = 102.4 kcal per mole

Last column: natural (NBO) charge in e.
Element x y z (Å)
C 0.273 -1.616 0.241  -0.955
P -0.093 -0.014 -0.582  1.320
C -0.078 1.532 0.433  -0.927
O -2.074 -0.021 -1.321  -0.878
Br 1.350 0.418 -1.980  -0.100
H -0.095 -2.373 -0.391  0.273
H 1.344 -1.733 0.580  0.249
H -0.288 -1.675 1.161  0.263
H -0.237 2.418 -0.207  0.277
H -0.877 1.644 1.026  0.253
H 0.775 1.420 1.041  0.226

7.
ORCA calculation (ωB97M-V/def2-TZVPD) on a cluster of 2 separate species, C3H5O3 in total.

Net charge = -1
HOMO energy (alpha / beta) = -1.18 / -1.18 eV
LUMO (alpha / beta) = 3.9 / 3.9 eV
Gap between HOMO and LUMO (alpha / beta) = 5.106 / 5.106 eV
Calculated total energy = -342.99858 a.u.
Energy above the lowest of the compared OMol25 structures with the same formula, charge and spin = 56.2 kcal per mole

Last column: natural (NBO) charge in e.
Element x y z (Å)
C -2.475 -0.217 -0.005  0.998
C 1.272 -0.643 0.219  -0.681
C 0.406 0.604 0.370  -0.360
O -2.284 -1.104 -0.752  -0.596
O -3.043 0.552 0.677  -0.588
O 0.646 1.513 -0.779  -0.812
H 1.249 -1.206 1.158  0.185
H 0.877 -1.295 -0.567  0.172
H 2.333 -0.445 -0.027  0.135
H 0.757 1.189 1.238  0.104
H 0.262 1.052 -1.532  0.443

8.
ORCA calculation (ωB97M-V/def2-TZVPD) on an isolated molecule of C6H9N at a distorted geometry.

Net charge = 0
HOMO energy = -7.73 eV
LUMO = 0.9 eV
Structure (SMILES) = Cc1cc[nH]c1C
Gap between HOMO and LUMO = 8.677 eV
Calculated total energy = -288.72311 a.u.
Energy above the lowest of the compared OMol25 structures with the same formula, charge and spin = 37.0 kcal per mole

Last column: natural (NBO) charge in e.
Element x y z (Å)
C -0.994 -1.849 0.339  -0.625
C 0.055 -0.793 0.120  -0.095
C 1.469 -0.965 0.100  -0.292
C 2.047 0.271 -0.150  -0.073
N 1.033 1.221 -0.247  -0.530
C -0.141 0.564 -0.044  0.098
C -1.230 1.556 -0.079  -0.588
H -0.652 -2.841 0.018  0.217
H -1.909 -1.624 -0.225  0.211
H -1.271 -1.927 1.396  0.213
H 1.983 -1.924 0.212  0.221
H 3.081 0.489 -0.358  0.210
H 0.708 2.217 -0.601  0.422
H -2.196 1.104 -0.350  0.232
H -0.735 2.433 -0.779  0.161
H -1.345 2.165 0.818  0.218